[1]
# C35H37FN6O6S2Zr

A structure of composition C35H37FN6O6S2Zr (ωB97M-V/def2-TZVPD, OMol25).

Calculated values
HOMO-LUMO gap	6.48	eV
max |F|	0.5	eV/Å
relative energy (zero: lowest compared OMol25 entry of this formula, charge and spin)	12.4	kcal per mole
LUMO energy	-4.820	eV
DFT total energy	-3078.94634	Ha
HOMO level	-0.41510	hartree

Geometry as ORCA input:
```
! wB97M-V def2-TZVPD RIJCOSX def2/J DEFGRID3
* xyz 2 1
Zr -1.996 -1.144 -1.022
C -3.379 -3.768 -2.746
C -4.043 -2.491 -3.173
C -5.173 -2.591 -4.010
C -5.774 -1.459 -4.469
C -5.229 -0.194 -4.156
C -5.778 1.000 -4.664
C -5.170 2.191 -4.382
C -4.002 2.228 -3.606
C -3.438 1.085 -3.077
S -1.943 1.188 -2.169
C -4.080 -0.154 -3.335
N -3.545 -1.316 -2.810
H -2.954 -4.251 -3.630
H -4.112 -4.465 -2.339
H -2.585 -3.642 -2.013
H -5.545 -3.574 -4.267
H -6.655 -1.511 -5.096
H -6.668 0.951 -5.278
H -5.577 3.118 -4.764
H -3.521 3.178 -3.417
F 4.561 0.074 0.699
C 3.499 0.333 1.488
C 2.250 0.176 0.966
C 1.121 0.387 1.763
C -0.203 0.120 1.222
O -0.289 -0.290 0.025
C -1.281 0.288 2.123
C -1.029 0.685 3.410
N 0.184 0.966 3.897
C 0.323 1.332 5.295
C -0.642 2.315 5.877
C 0.781 2.720 5.637
C 1.301 0.779 3.096
C 2.592 0.957 3.604
C 3.711 0.719 2.824
N 4.992 0.871 3.397
C 5.299 0.143 4.620
C 6.058 1.087 5.558
N 6.815 2.075 4.702
C 7.357 1.409 3.473
C 6.179 1.031 2.563
C -2.706 -0.043 1.797
O -3.534 -0.188 2.668
O -2.943 -0.174 0.521
H 2.127 -0.154 -0.056
H -1.859 0.771 4.098
H 0.649 0.506 5.916
H -0.972 2.138 6.889
H -1.388 2.741 5.221
H 1.436 2.840 6.489
H 0.962 3.392 4.809
H 2.718 1.291 4.623
H 5.898 -0.750 4.404
H 4.390 -0.200 5.105
H 6.782 0.566 6.181
H 5.389 1.667 6.191
H 7.562 2.515 5.240
H 6.166 2.810 4.412
H 7.911 0.538 3.819
H 8.049 2.086 2.979
H 6.457 0.126 2.016
H 5.996 1.819 1.834
N -3.963 -2.590 0.117
N -3.242 -3.185 1.185
C -1.852 -3.055 1.127
O -1.160 -3.068 2.117
O -1.422 -2.902 -0.113
H -4.512 -1.813 0.479
H -4.588 -3.280 -0.285
H -3.637 -3.067 2.108
C 0.813 -2.874 -4.465
S -0.679 -1.953 -4.115
O -0.625 -1.844 -2.589
C -0.268 -0.365 -4.770
C -1.147 0.162 -5.704
C -0.894 1.424 -6.225
C 0.218 2.132 -5.801
C 1.086 1.594 -4.854
C 0.845 0.340 -4.330
H 1.655 -2.381 -3.985
H 0.947 -2.907 -5.545
H 0.675 -3.877 -4.067
H -2.023 -0.398 -6.007
H -1.568 1.851 -6.954
H 0.413 3.117 -6.205
H 1.943 2.164 -4.523
H 1.489 -0.079 -3.566
*
```

[2]
# C35H37NO11P2S

A cluster of 5 separate species, C35H37NO11P2S in total (ωB97M-V/def2-TZVPD, OMol25).

Calculated values
structure (SMILES)	CC(=O)OCCCC[PH](CC=O)(N=C=S)P(C)C.O=C1C=CC(=O)C=C1.O=C1C=CC(=O)C=C1.O=C1C=CC(=O)C=C1.O=C1C=CC(=O)C=C1
HOMO-LUMO gap	6.14	eV
max |F|	3.0	eV/Å
LUMO energy	-1.810	eV
DFT total energy	-3318.94018	Ha
HOMO level	-0.29204	hartree

Geometry as ORCA input:
```
! wB97M-V def2-TZVPD RIJCOSX def2/J DEFGRID3
* xyz 0 1
C -3.392 -1.518 1.923
C -4.030 -0.178 2.413
O -4.013 0.152 3.557
O -4.647 0.588 1.426
C -3.967 1.829 1.173
C -2.407 1.743 1.159
C -1.822 0.802 0.029
C -0.381 0.290 0.434
P 0.752 -0.040 -1.031
C 0.460 0.915 -2.642
C -0.872 0.566 -3.377
O -0.826 0.172 -4.522
N 1.875 1.365 -0.495
C 2.819 0.851 0.040
S 4.156 0.485 0.851
P -0.495 -1.706 -1.792
C -0.678 -3.076 -0.521
C 0.541 -2.492 -3.172
H -3.486 -2.320 2.686
H -3.770 -1.826 0.921
H -2.301 -1.300 1.806
H -4.301 2.161 0.154
H -4.256 2.658 1.866
H -2.044 2.776 0.904
H -1.957 1.530 2.165
H -2.510 -0.028 -0.256
H -1.677 1.466 -0.864
H -0.398 -0.641 1.049
H 0.096 1.120 1.015
H 1.864 -0.948 -0.901
H 0.474 1.995 -2.376
H 1.325 0.688 -3.307
H -1.879 0.678 -2.886
H 0.349 -3.464 -0.261
H -1.273 -3.932 -0.919
H -1.165 -2.747 0.424
H 1.315 -1.727 -3.448
H -0.081 -2.737 -4.058
H 1.077 -3.365 -2.735
O 2.913 4.369 -8.354
C 2.809 4.059 -7.184
C 3.593 4.747 -6.134
C 3.480 4.405 -4.852
C 2.565 3.323 -4.422
O 2.464 3.016 -3.247
C 1.779 2.633 -5.474
C 1.893 2.976 -6.755
H 4.256 5.536 -6.464
H 4.044 4.894 -4.073
H 1.114 1.843 -5.147
H 1.327 2.485 -7.537
O 4.006 7.029 -4.235
C 3.214 7.809 -3.741
C 2.496 7.482 -2.489
C 1.626 8.334 -1.949
C 1.343 9.645 -2.579
O 0.552 10.422 -2.086
C 2.062 9.971 -3.832
C 2.931 9.118 -4.371
H 2.716 6.520 -2.042
H 1.091 8.113 -1.035
H 1.842 10.932 -4.279
H 3.466 9.339 -5.286
O -2.335 -9.199 2.859
C -2.272 -7.988 2.907
C -1.333 -7.233 2.044
C -1.262 -5.905 2.098
C -2.119 -5.128 3.022
O -2.054 -3.913 3.069
C -3.056 -5.880 3.884
C -3.127 -7.209 3.830
H -0.715 -7.819 1.374
H -0.582 -5.336 1.476
H -3.673 -5.296 4.553
H -3.807 -7.776 4.452
O 3.101 -4.255 7.836
C 1.996 -4.638 7.513
C 1.179 -5.481 8.417
C -0.033 -5.902 8.061
C -0.616 -5.546 6.748
O -1.724 -5.930 6.426
C 0.201 -4.703 5.843
C 1.412 -4.282 6.199
H 1.620 -5.731 9.374
H -0.644 -6.519 8.708
H -0.240 -4.452 4.887
H 2.023 -3.665 5.552
*
```

[3]
# C35H37NO3P2Pd

A structure of composition C35H37NO3P2Pd (ωB97M-V/def2-TZVPD, OMol25).

Calculated values
HOMO-LUMO gap (alpha / beta)	7.23 / 4.60	eV
max |F|	3.1	eV/Å
LUMO energy (alpha / beta)	-6.253 / -8.880	eV
<S²>	6.0344
DFT total energy	-2445.90973	Ha
HOMO level (alpha / beta)	-0.49552 / -0.49551	hartree

Geometry as ORCA input:
```
! wB97M-V def2-TZVPD RIJCOSX def2/J DEFGRID3
* xyz 2 5
Pd 0.124 -2.459 2.191
C 0.757 0.213 6.370
C 0.553 0.733 5.138
C 1.619 1.403 4.328
C 2.300 0.523 3.246
C 2.264 -0.958 3.487
C 2.700 -1.513 4.642
C 3.130 -0.722 5.824
C 2.050 -0.316 6.890
C -0.044 -2.453 4.202
H -0.103 0.020 7.013
H -0.439 0.714 4.629
H 2.362 1.896 4.948
H 1.188 2.268 3.812
H 1.807 0.727 2.282
H 3.379 0.738 3.142
H 2.167 -1.586 2.545
H 2.856 -2.589 4.701
H 3.622 0.206 5.480
H 3.875 -1.341 6.359
H 1.717 -1.166 7.524
H 2.576 0.411 7.543
H 0.008 -1.470 4.710
H 0.618 -3.141 4.753
H -1.095 -2.830 4.240
P -2.172 1.335 -2.522
P -0.505 -1.003 -3.624
C -0.515 1.697 -3.205
C 0.168 0.672 -3.791
C -3.153 2.687 -3.334
C -2.602 3.845 -3.904
C -3.429 4.826 -4.473
C -4.812 4.637 -4.511
C -5.364 3.446 -4.021
C -4.544 2.479 -3.445
C -1.877 1.926 -0.796
C -1.102 1.092 0.043
C -0.840 1.474 1.357
C -1.361 2.682 1.848
C -2.158 3.496 1.030
C -2.429 3.112 -0.290
C -0.221 -1.483 -5.445
C -1.043 -0.907 -6.432
C -0.841 -1.186 -7.786
C 0.183 -2.065 -8.166
C 0.982 -2.676 -7.198
C 0.762 -2.398 -5.843
C 0.901 -1.860 -2.791
C 0.642 -3.160 -2.298
C 1.668 -3.912 -1.729
C 2.952 -3.359 -1.620
C 3.205 -2.049 -2.051
C 2.168 -1.288 -2.612
H -0.094 2.711 -3.085
H 1.087 0.822 -4.380
H -1.525 3.998 -3.901
H -2.976 5.738 -4.877
H -5.451 5.410 -4.940
H -6.440 3.287 -4.079
H -4.973 1.560 -3.054
H -0.681 0.159 -0.350
H -0.224 0.831 2.003
H -1.149 2.980 2.875
H -2.565 4.439 1.409
H -3.045 3.743 -0.939
H -1.830 -0.218 -6.131
H -1.473 -0.713 -8.540
H 0.346 -2.267 -9.225
H 1.774 -3.365 -7.505
H 1.387 -2.894 -5.106
H -0.363 -3.577 -2.403
H 1.464 -4.932 -1.380
H 3.757 -3.945 -1.178
H 4.203 -1.607 -1.963
H 2.350 -0.260 -2.940
O 0.416 -1.716 9.930
N 0.437 -2.812 9.323
O 0.369 -3.872 9.984
O 0.549 -2.869 8.061
*
```

[4]
# C35H38BNO11PS

A cluster of 6 separate species, C35H38BNO11PS in total (ωB97M-V/def2-TZVPD, OMol25).

Calculated values
HOMO-LUMO gap	2.74	eV
max |F|	0.8	eV/Å
LUMO energy	-0.424	eV
DFT total energy	-3003.04263	Ha
HOMO level	-0.11614	hartree

Geometry as ORCA input:
```
! wB97M-V def2-TZVPD RIJCOSX def2/J DEFGRID3
* xyz -1 1
C 1.977 1.557 3.766
C 1.625 2.339 2.493
S 2.052 4.087 2.486
C 0.725 4.996 3.337
P -0.968 4.118 3.835
B -2.670 3.215 4.296
O -2.828 2.557 5.503
N -3.830 3.200 3.350
C -3.958 1.893 2.725
C -5.079 3.614 3.966
H 2.791 0.858 3.561
H 2.301 2.228 4.558
H 1.124 0.976 4.117
H 2.237 1.936 1.681
H 0.585 2.202 2.211
H 1.151 5.464 4.225
H 0.439 5.785 2.641
H -0.190 2.983 4.384
H -0.892 4.762 5.204
H -1.707 5.318 3.315
H -1.026 3.504 2.445
H -3.153 1.649 5.396
H -2.975 1.611 2.341
H -4.655 1.933 1.882
H -4.294 1.106 3.426
H -4.891 4.395 4.704
H -5.597 2.792 4.485
H -5.761 4.022 3.213
C -2.248 -2.091 2.182
C -2.171 -2.763 1.036
C -1.188 -2.379 -0.009
O -1.112 -2.965 -1.073
C -0.302 -1.236 0.267
C -0.374 -0.553 1.403
C -1.355 -0.924 2.458
O -1.438 -0.304 3.494
H -2.959 -2.341 2.959
H -2.817 -3.602 0.808
H 0.404 -0.984 -0.509
H 0.268 0.294 1.605
C 2.343 -0.254 -2.173
C 1.881 0.232 -3.321
C 1.592 1.683 -3.470
O 1.160 2.130 -4.513
C 1.841 2.566 -2.299
C 2.309 2.078 -1.153
C 2.599 0.627 -1.003
O 3.028 0.177 0.039
H 2.558 -1.307 -2.034
H 1.698 -0.384 -4.174
H 1.617 3.617 -2.435
H 2.495 2.696 -0.281
C -1.692 -3.348 -5.062
C -2.946 -3.505 -5.478
C -3.692 -2.386 -6.110
O -4.835 -2.525 -6.491
C -2.989 -1.083 -6.257
C -1.736 -0.925 -5.842
C -0.989 -2.048 -5.216
O 0.162 -1.894 -4.858
H -1.134 -4.151 -4.599
H -3.472 -4.445 -5.377
H -3.556 -0.284 -6.717
H -1.198 0.011 -5.937
C -1.328 -8.774 -1.572
C -1.708 -8.367 -2.780
C -1.923 -6.926 -3.060
O -2.272 -6.522 -4.150
C -1.705 -5.959 -1.961
C -1.318 -6.360 -0.755
C -1.101 -7.802 -0.463
O -0.750 -8.183 0.634
H -1.162 -9.816 -1.332
H -1.877 -9.049 -3.603
H -1.862 -4.916 -2.203
H -1.140 -5.669 0.059
C 6.916 2.341 -0.874
C 6.267 1.570 -0.007
C 5.458 2.159 1.099
O 4.882 1.442 1.886
C 5.399 3.644 1.193
C 6.054 4.408 0.322
C 6.860 3.824 -0.776
O 7.458 4.521 -1.572
H 7.510 1.939 -1.684
H 6.288 0.489 -0.055
H 4.792 4.055 1.992
H 6.027 5.489 0.367
*
```

[5]
# C35H38ClNPPt

A structure of composition C35H38ClNPPt (ωB97M-V/def2-TZVPD, OMol25).

Calculated values
HOMO-LUMO gap (alpha / beta)	7.01 / 4.49	eV
max |F|	2.9	eV/Å
LUMO energy (alpha / beta)	-2.054 / -6.206	eV
<S²>	6.0543
DFT total energy	-2331.73109	Ha
HOMO level (alpha / beta)	-0.33317 / -0.39308	hartree

Geometry as ORCA input:
```
! wB97M-V def2-TZVPD RIJCOSX def2/J DEFGRID3
* xyz 1 5
C 3.290 1.102 1.478
C 3.391 0.359 0.253
C 3.152 1.219 -0.837
H 3.697 -0.677 0.211
C 2.773 2.506 -0.337
C 3.009 2.507 1.112
H 3.055 3.384 1.749
H 3.542 0.769 2.478
H 3.285 0.980 -1.889
H 2.553 3.410 -0.896
Pt 1.088 1.634 0.976
Cl -0.347 1.561 -0.952
P 0.462 -1.416 -2.304
C 1.085 -1.163 -4.011
C 1.733 -2.147 -4.771
H 1.932 -3.130 -4.346
C 2.121 -1.864 -6.082
H 2.611 -2.639 -6.671
C 1.883 -0.603 -6.632
H 2.189 -0.389 -7.656
C 1.254 0.385 -5.867
H 1.058 1.367 -6.296
C 0.879 0.120 -4.554
H 0.419 0.892 -3.935
C 1.207 -3.046 -1.902
C 2.527 -3.023 -1.410
H 3.037 -2.067 -1.286
C 3.174 -4.215 -1.101
H 4.198 -4.192 -0.729
C 2.513 -5.438 -1.268
H 3.023 -6.370 -1.026
C 1.201 -5.462 -1.741
H 0.680 -6.410 -1.876
C 0.539 -4.270 -2.045
H -0.492 -4.297 -2.395
C -1.283 -1.894 -2.636
C -1.810 -2.160 -3.908
H -1.182 -2.074 -4.793
C -3.148 -2.544 -4.038
H -3.545 -2.769 -5.027
C -3.970 -2.638 -2.914
H -5.018 -2.916 -3.021
C -3.444 -2.376 -1.644
H -4.077 -2.474 -0.762
C -2.113 -1.995 -1.502
H -1.691 -1.780 -0.520
C -4.053 3.753 4.242
C -3.297 2.742 3.430
C -3.927 1.778 2.644
C -3.182 0.833 1.925
C -3.940 -0.190 1.128
C -1.789 0.853 1.989
C -1.110 1.813 2.773
C -1.907 2.753 3.478
N 0.281 1.753 2.828
C 0.915 2.392 4.045
C 0.832 3.920 3.851
C 0.223 1.810 5.292
C 2.389 2.066 4.239
H -4.734 4.357 3.634
H -4.657 3.270 5.016
H -3.366 4.441 4.743
H -5.013 1.747 2.600
H -4.601 -0.782 1.780
H -4.588 0.296 0.383
H -3.269 -0.876 0.597
H -1.197 0.134 1.415
H -1.429 3.522 4.081
H 0.156 4.215 3.041
H 0.515 4.424 4.769
H 1.817 4.310 3.575
H 0.398 0.727 5.329
H 0.661 2.238 6.200
H -0.862 1.937 5.374
H 2.563 0.987 4.263
H 3.011 2.515 3.467
H 2.717 2.505 5.192
*
```